87
Properties=species:S:1:pos:R:3:forces:R:3:lowdin_charge:R:1 method="wB97M-V/def2-TZVPD" homo_lumo_gap_ev=8.9667 energy_ha=-2554.61550 fmax_ev_per_a=1.04 total_charge=0 homo_ev=-9.17 smiles="CC(=O)OCCCCCc1cnc2ccccc2n1.O=C1OCCO1.O=C1OCCO1.O=C1OCCO1.O=C1OCCO1.O=C1OCCO1"
C 0.3192 -1.9449 -0.1201 -0.5 -0.1 0.1 0.014
C 0.7553 -1.2833 -1.3801 0.1 -0.3 0.3 -0.548
O 1.7581 -1.5906 -1.9399 0.9 0.0 -0.5 0.144
O -0.0913 -0.3585 -1.8987 -0.5 0.3 0.3 -0.028
C 0.3032 1.0021 -1.6548 0.5 0.1 -0.3 -0.180
C -0.1345 1.8417 -2.8178 -0.7 0.3 -0.2 -0.171
C -1.6588 1.8123 -3.0472 0.7 -0.2 0.3 -0.172
C -2.4130 2.6753 -2.0246 -0.2 0.1 -0.8 -0.181
C -3.7808 2.1550 -1.5767 0.0 -0.1 0.5 -0.131
C -3.8274 0.7044 -1.2021 -0.3 0.0 -0.5 -0.265
C -3.0199 0.2591 -0.1269 0.4 0.0 0.4 -0.075
N -2.9701 -0.9625 0.3067 -0.2 0.1 -0.3 0.155
C -3.7630 -1.8383 -0.3791 0.0 -0.6 0.2 -0.217
C -3.7547 -3.2045 -0.0183 -0.2 -0.4 -0.2 -0.008
C -4.5319 -4.1222 -0.6893 0.3 0.7 0.3 -0.068
C -5.3696 -3.6951 -1.7387 0.2 0.5 0.1 -0.072
C -5.3929 -2.3673 -2.1028 0.0 -0.6 0.2 -0.018
C -4.5884 -1.4203 -1.4341 -0.2 0.3 -0.4 -0.200
N -4.6211 -0.1101 -1.8480 0.3 -0.2 0.3 0.185
H -0.1326 -1.2545 0.5824 -0.1 0.1 0.1 0.074
H -0.4565 -2.6628 -0.3823 -0.2 -0.1 0.0 0.094
H 1.1357 -2.4922 0.3289 0.2 0.0 0.0 0.082
H 1.3850 1.0582 -1.5642 0.1 -0.1 0.0 0.112
H -0.1166 1.3704 -0.7173 -0.3 -0.2 0.2 0.116
H 0.1650 2.8714 -2.6382 0.2 0.2 0.1 0.101
H 0.3806 1.5265 -3.7202 0.1 -0.2 0.0 0.127
H -1.9546 0.7649 -3.0187 -0.3 -0.1 0.0 0.103
H -1.8393 2.1698 -4.0554 -0.2 0.0 -0.2 0.112
H -1.7770 2.9238 -1.1811 0.1 -0.2 0.3 0.100
H -2.6053 3.6264 -2.5188 0.0 0.3 0.1 0.112
H -4.5517 2.3421 -2.3115 0.0 0.0 -0.3 0.089
H -4.0723 2.7054 -0.6793 -0.1 0.2 0.0 0.122
H -2.4074 0.9946 0.3799 0.1 0.1 0.1 0.120
H -3.1166 -3.5283 0.7914 0.1 0.1 0.1 0.108
H -4.4893 -5.1552 -0.3887 -0.1 -0.2 0.0 0.103
H -5.9909 -4.4084 -2.2537 -0.1 -0.1 -0.1 0.101
H -6.0299 -2.0516 -2.9123 0.0 0.2 -0.1 0.101
C -6.4527 1.6715 -4.1452 0.0 -0.1 0.1 -0.133
C -7.5299 0.8511 -4.8192 0.0 -0.1 0.1 -0.118
O -7.9118 1.6879 -5.9163 0.0 0.0 0.0 0.058
C -6.8762 2.5173 -6.1995 0.0 0.0 0.0 -0.573
O -6.8136 3.2164 -7.1557 0.0 0.0 0.0 0.166
O -5.9250 2.4347 -5.2379 -0.1 0.0 0.0 0.057
H -5.6787 1.0642 -3.6841 0.1 0.0 -0.1 0.091
H -6.8603 2.3601 -3.4009 0.0 0.0 0.0 0.134
H -7.1488 -0.0933 -5.2128 0.0 0.0 0.0 0.131
H -8.3843 0.6518 -4.1776 -0.1 0.1 -0.1 0.131
C 0.1231 -2.6749 3.9365 0.0 0.1 0.1 -0.110
C 1.1850 -3.6737 4.3422 0.1 0.1 0.2 -0.113
O 0.6248 -4.9139 3.9005 0.0 0.1 0.0 0.065
C -0.2557 -4.6488 2.9044 0.1 0.0 0.0 -0.571
O -0.7593 -5.4669 2.2086 -0.1 0.0 0.0 0.165
O -0.4730 -3.3144 2.8045 0.0 0.0 0.0 0.037
H 0.5312 -1.7075 3.6543 -0.1 0.0 -0.2 0.132
H -0.6379 -2.5321 4.7054 0.0 -0.1 0.0 0.134
H 2.1311 -3.5098 3.8224 0.0 0.0 0.0 0.122
H 1.3683 -3.6949 5.4129 0.0 -0.2 0.0 0.137
C 3.5543 6.1674 -2.3160 0.1 0.1 0.0 -0.115
C 2.2152 6.1168 -3.0222 0.0 0.1 0.0 -0.114
O 2.0943 4.7271 -3.3430 0.0 0.0 0.0 0.054
C 2.8676 4.0225 -2.4814 0.0 0.0 0.0 -0.562
O 2.8563 2.8402 -2.3775 0.0 0.0 0.0 0.167
O 3.6508 4.8542 -1.7552 0.0 0.0 0.0 0.065
H 3.6005 6.9187 -1.5325 0.0 -0.1 0.1 0.132
H 4.3860 6.3160 -3.0065 0.0 0.0 0.0 0.133
H 1.3874 6.4001 -2.3697 0.0 0.0 0.0 0.133
H 2.1807 6.7190 -3.9260 0.0 -0.1 -0.1 0.133
C 6.5058 -3.3568 3.0901 0.1 0.0 -0.2 -0.105
C 5.5572 -4.5327 3.1880 0.0 -0.1 -0.1 -0.106
O 4.9942 -4.3580 4.4939 0.0 0.0 0.0 0.062
C 5.1027 -3.0575 4.8351 0.0 -0.1 0.0 -0.575
O 4.5818 -2.5638 5.7824 0.0 0.1 0.0 0.157
O 5.8812 -2.3884 3.9465 0.0 -0.1 0.1 0.046
H 6.5993 -2.9649 2.0810 -0.1 0.1 0.1 0.135
H 7.4983 -3.5822 3.4826 0.0 0.0 0.0 0.135
H 4.7548 -4.4863 2.4499 0.0 0.0 0.0 0.134
H 6.0545 -5.4956 3.1150 0.0 0.0 0.2 0.135
C 5.5986 0.6175 5.5965 0.0 -0.2 0.0 -0.122
C 6.8125 0.8300 4.7217 0.0 -0.1 -0.1 -0.125
O 6.9910 2.2487 4.7838 0.0 -0.1 0.0 0.058
C 6.4144 2.6986 5.9275 0.0 0.0 0.0 -0.572
O 6.5314 3.7997 6.3528 0.0 0.0 0.0 0.165
O 5.6885 1.7155 6.5126 0.1 0.0 -0.1 0.063
H 5.6157 -0.3308 6.1235 -0.1 0.1 0.2 0.113
H 4.6635 0.6982 5.0392 0.0 0.0 0.0 0.136
H 7.7043 0.3427 5.1208 0.0 0.0 0.0 0.133
H 6.6564 0.5063 3.6965 0.0 0.2 -0.1 0.126